Computed, not measured: a structure of composition C43H52ClGeNO5P2Sr, with ωB97M-V with the def2-TZVPD basis set.

Computed properties:
highest occupied orbital energy (spin up / spin down)	-0.36428 / -0.36392	Ha
multiplicity	2
net charge	+1
lowest unoccupied orbital energy (spin up / spin down)	-0.09485 / -0.19005	hartree
⟨S²⟩	0.757
energy above the lowest of the compared OMol25 structures with the same formula, charge and spin	2.16	kcal/mol

Each line ends with the Mulliken charge.
Cartesian coordinates (Å):
Sr (-1.136, 0.228, 0.483)  2.06
C (-5.063, 2.932, 1.194)  -1.86
C (-4.274, 1.993, 0.291)  1.24
C (-3.965, 2.664, -1.044)  -1.32
C (-5.062, 0.708, 0.051)  -1.36
O (-3.044, 1.590, 0.907)  0.22
Ge (-2.072, 2.510, 2.283)  -0.68
O (-1.413, 0.806, 2.848)  0.42
C (-1.952, 0.133, 3.995)  1.09
C (-0.876, -0.859, 4.429)  -1.37
C (-2.243, 1.106, 5.131)  -1.77
C (-3.222, -0.609, 3.585)  -1.23
O (-0.479, 2.523, 1.152)  0.48
C (0.085, 3.788, 0.794)  1.30
C (0.496, 4.564, 2.042)  -1.70
C (1.321, 3.479, -0.049)  -1.19
C (-0.904, 4.596, -0.038)  -1.78
H (-6.016, 3.180, 0.724)  0.46
H (-5.270, 2.462, 2.158)  0.35
H (-4.526, 3.864, 1.375)  0.42
H (-4.881, 2.832, -1.614)  0.48
H (-3.480, 3.629, -0.891)  0.21
H (-3.304, 2.026, -1.635)  0.11
H (-6.007, 0.910, -0.456)  0.45
H (-4.479, 0.027, -0.576)  0.15
H (-5.276, 0.212, 0.999)  0.27
H (0.048, -0.325, 4.662)  0.30
H (-1.187, -1.425, 5.308)  0.47
H (-0.675, -1.568, 3.620)  0.11
H (-1.349, 1.680, 5.381)  0.35
H (-3.040, 1.806, 4.877)  0.38
H (-2.557, 0.552, 6.017)  0.48
H (-3.012, -1.291, 2.756)  0.14
H (-3.621, -1.196, 4.414)  0.50
H (-3.991, 0.096, 3.261)  0.11
H (1.146, 3.949, 2.668)  0.20
H (1.040, 5.470, 1.766)  0.43
H (-0.372, 4.858, 2.633)  0.40
H (2.098, 3.005, 0.556)  0.32
H (1.034, 2.798, -0.857)  -0.16
H (1.742, 4.381, -0.497)  0.54
H (-1.803, 4.825, 0.539)  0.39
H (-0.462, 5.543, -0.354)  0.56
H (-1.200, 4.035, -0.926)  0.20
N (2.239, -0.368, -0.369)  0.18
P (1.727, 0.037, -1.893)  0.91
C (3.085, 0.958, -2.606)  0.13
C (2.868, 2.228, -3.134)  -0.02
C (3.927, 2.920, -3.702)  -0.80
C (5.189, 2.345, -3.740)  -0.50
C (5.404, 1.074, -3.220)  -0.74
C (4.354, 0.372, -2.655)  -0.15
C (1.232, -1.344, -2.886)  0.85
C (1.225, -1.141, -4.271)  -1.36
C (0.755, -2.141, -5.103)  -0.76
C (0.282, -3.330, -4.562)  -0.68
C (0.273, -3.522, -3.187)  -0.57
C (0.734, -2.528, -2.342)  -0.14
P (1.648, -1.435, 0.942)  1.27
C (2.586, -2.944, 0.621)  0.44
C (1.872, -4.137, 0.745)  -0.41
C (2.505, -5.352, 0.523)  -0.69
C (3.843, -5.374, 0.163)  -0.53
C (4.558, -4.187, 0.034)  -0.84
C (3.934, -2.975, 0.268)  -0.39
C (2.501, -0.623, 2.318)  0.19
C (2.155, 0.695, 2.629)  -0.05
C (2.700, 1.309, 3.745)  -0.70
C (3.563, 0.606, 4.576)  -0.84
C (3.880, -0.714, 4.290)  -0.74
C (3.353, -1.330, 3.164)  -0.97
H (2.873, 0.345, -0.013)  0.46
H (1.882, 2.675, -3.099)  0.48
H (3.767, 3.908, -4.112)  0.44
H (6.013, 2.889, -4.181)  0.41
H (6.390, 0.630, -3.261)  0.45
H (4.510, -0.625, -2.261)  0.43
H (1.595, -0.215, -4.694)  0.51
H (0.755, -1.992, -6.174)  0.45
H (-0.091, -4.107, -5.216)  0.44
H (-0.108, -4.444, -2.770)  0.46
H (0.683, -2.674, -1.272)  -0.27
H (0.821, -4.105, 1.013)  0.44
H (1.954, -6.277, 0.625)  0.44
H (4.337, -6.320, -0.018)  0.41
H (5.604, -4.215, -0.241)  0.43
H (4.493, -2.050, 0.186)  0.48
H (1.427, 1.245, 2.039)  0.42
H (2.431, 2.330, 3.979)  0.37
H (3.976, 1.084, 5.454)  0.41
H (4.541, -1.268, 4.943)  0.44
H (3.611, -2.359, 2.947)  0.41
Cl (-4.639, -4.201, -4.881)  -0.23
C (-3.739, -3.060, -3.927)  0.00
C (-3.353, -1.836, -4.498)  -0.67
C (-2.633, -0.925, -3.776)  -0.58
C (-2.242, -1.170, -2.429)  0.07
O (-1.546, -0.307, -1.786)  0.19
C (-2.668, -2.415, -1.861)  1.17
C (-2.343, -2.838, -0.527)  -0.78
O (-1.681, -2.233, 0.322)  -0.46
C (-3.412, -3.336, -2.633)  -1.03
H (-3.634, -1.620, -5.522)  0.47
H (-2.333, 0.017, -4.218)  0.45
H (-2.708, -3.846, -0.266)  0.22
H (-3.718, -4.273, -2.183)  0.44